Entry from the OMol25 dataset: C4H8O2S in the gas phase at a distorted geometry (ωB97M-V with the def2-TZVPD basis set).

Structure (XYZ):
```
15
Properties=species:S:1:pos:R:3
C -2.75 -0.61 -0.82
C -1.74 0.03 0.01
C 0.62 0.31 -0.10
C 0.59 0.31 1.42
H -3.71 -0.48 -0.34
H -2.67 -1.72 -1.02
H -2.64 -0.09 -1.80
H -1.94 1.01 0.45
H -1.49 -0.60 0.79
H -0.12 1.03 1.88
H 1.62 0.49 1.76
H 0.78 -1.72 1.93
O -0.50 0.19 -0.77
O 0.11 -0.96 1.85
S 2.06 0.50 -0.96
```

Values from the calculation:
lowest unoccupied orbital energy = 0.3 eV
ΔE to the lowest compared entry with this formula, charge and spin = 201.26 kJ/mol
SMILES string = CCOC(=S)CO

Entry from the OMol25 dataset: C6H11N in the gas phase at a distorted geometry (ωB97M-V with the def2-TZVPD basis set).

Structure (XYZ):
```
18
Properties=species:S:1:pos:R:3
C -0.81 -1.94 0.97
N 1.64 -0.71 -0.16
C 0.45 0.00 0.03
C -0.70 -0.49 0.53
C -1.82 0.46 0.88
C 0.99 1.58 -1.83
C 0.47 1.36 -0.62
H -0.72 -1.97 2.05
H -0.03 -2.54 0.50
H -1.75 -2.38 0.66
H 1.65 -1.69 -0.17
H 2.36 -0.14 -0.53
H -2.58 -0.09 1.42
H -1.41 1.25 1.52
H -2.21 1.01 0.01
H 0.93 2.58 -2.23
H 1.22 0.71 -2.43
H 0.12 2.15 0.03
```

Values from the calculation:
lowest unoccupied orbital energy = 1.0 eV
ΔE to the lowest compared entry with this formula, charge and spin = 135.88 kJ/mol
SMILES string = C=CC(N)=C(C)C

Entry from the OMol25 dataset: a molecular structure, C31H29IO3PRuSSb (ωB97M-V with the def2-TZVPD basis set).

Structure (XYZ):
```
68
Properties=species:S:1:pos:R:3
Ru 1.60 0.99 0.07
I 0.84 -1.17 -1.19
C 1.19 -2.39 0.45
C 1.04 -3.75 0.39
C 1.29 -4.51 1.55
C 1.67 -3.88 2.70
C 1.80 -2.48 2.76
C 2.18 -1.82 3.96
C 2.29 -0.46 4.01
C 2.02 0.31 2.87
C 1.68 -0.27 1.66
C 1.55 -1.69 1.61
H 0.76 -4.24 -0.53
H 1.19 -5.58 1.51
H 1.87 -4.46 3.59
H 2.38 -2.42 4.84
H 2.58 0.03 4.93
H 2.10 1.39 2.95
O 4.08 3.96 0.64
S 2.89 3.32 0.21
O 3.07 2.11 -0.73
O 1.99 2.76 1.25
C 1.93 4.44 -0.75
C 2.36 5.75 -0.86
C 1.64 6.64 -1.64
C 0.51 6.20 -2.32
C 0.09 4.88 -2.21
C 0.79 3.99 -1.41
P 0.17 2.28 -1.25
C -1.50 2.41 -0.58
C -2.59 2.76 -1.37
C -3.85 2.87 -0.79
C -4.01 2.63 0.57
C -2.92 2.28 1.35
C -1.66 2.17 0.78
C 0.12 1.68 -2.95
C 1.19 1.98 -3.79
C 1.24 1.44 -5.07
C 0.22 0.61 -5.51
C -0.84 0.30 -4.67
C -0.90 0.82 -3.39
H 3.26 6.06 -0.34
H 1.96 7.66 -1.74
H -0.05 6.88 -2.95
H -0.79 4.55 -2.75
H -2.48 2.93 -2.43
H -4.70 3.14 -1.40
H -4.99 2.71 1.01
H -3.05 2.10 2.41
H -0.81 1.90 1.39
H 1.98 2.63 -3.45
H 2.07 1.68 -5.72
H 0.26 0.19 -6.51
H -1.63 -0.36 -5.02
H -1.72 0.57 -2.73
C -5.41 -0.55 -1.46
Sb -3.42 -1.10 -0.89
C -3.11 -2.48 -2.51
C -4.03 -2.61 0.51
H -6.02 -1.44 -1.58
H -5.39 0.00 -2.40
H -5.85 0.09 -0.70
H -2.43 -3.27 -2.19
H -2.67 -1.98 -3.38
H -4.06 -2.92 -2.81
H -4.41 -3.48 -0.03
H -4.83 -2.21 1.14
H -3.20 -2.91 1.15
```

Values from the calculation:
spin multiplicity = 2
lowest unoccupied orbital energy (alpha / beta) = -4.2 / -4.2 eV
expectation value of S² = 0.7555
ΔE to the lowest compared entry with this formula, charge and spin = 84.44 kJ/mol
charge = +1

Entry from the OMol25 dataset: 2 unconnected molecules or ions with the total composition C13H29BF3O7P at a distorted geometry (ωB97M-V with the def2-TZVPD basis set).

Structure (XYZ):
```
54
Properties=species:S:1:pos:R:3
C -3.15 5.41 3.11
C -4.47 4.70 2.82
O -4.39 3.55 1.99
C -3.54 3.71 0.87
C -3.76 2.58 -0.11
O -3.27 1.34 0.37
C -4.19 0.66 1.21
C -3.75 -0.80 1.30
O -3.36 -1.20 2.61
C -2.29 -0.46 3.09
P -0.88 -1.53 3.63
B 0.63 -1.20 2.44
O 0.83 0.13 2.15
O 1.35 -2.19 2.02
C 2.44 -1.83 1.08
C 2.95 -3.10 0.43
H -2.34 4.71 3.27
H -2.85 6.06 2.29
H -3.25 5.98 4.03
H -4.86 4.35 3.77
H -5.19 5.44 2.45
H -2.49 3.65 1.15
H -3.76 4.66 0.38
H -3.15 2.83 -0.98
H -4.80 2.53 -0.46
H -4.17 1.10 2.21
H -5.22 0.74 0.86
H -2.98 -1.02 0.56
H -4.62 -1.41 1.05
H -1.88 0.27 2.38
H -2.62 0.11 3.97
H -1.22 -2.89 3.75
H -0.48 -1.09 4.91
H 0.34 0.32 1.33
H 2.05 -1.21 0.27
H 3.21 -1.32 1.64
H 2.09 -3.73 0.27
H 3.69 -3.58 1.06
H 3.36 -2.78 -0.52
C 5.62 -1.25 -5.72
C 4.17 -1.04 -5.29
O 3.45 -2.22 -5.01
C 3.62 -2.86 -3.71
O 3.49 -2.03 -2.71
C 4.95 -3.68 -3.62
F 5.26 -4.30 -4.79
F 4.82 -4.67 -2.71
F 6.04 -2.98 -3.26
H 5.71 -2.10 -6.39
H 5.99 -0.36 -6.23
H 6.27 -1.42 -4.86
H 3.64 -0.59 -6.14
H 4.10 -0.32 -4.47
H 2.87 -3.67 -3.79
```

Values from the calculation:
lowest unoccupied orbital energy = -1.5 eV
ΔE to the lowest compared entry with this formula, charge and spin = 28.56 kJ/mol

Entry from the OMol25 dataset: a molecular structure, C28H37N4O2S at a distorted geometry (ωB97M-V with the def2-TZVPD basis set).

Structure (XYZ):
```
72
Properties=species:S:1:pos:R:3
O 0.96 -0.06 2.05
C 2.14 -0.30 1.46
N 2.85 0.72 0.70
C 3.97 0.14 0.23
O 4.69 0.66 -0.56
C 4.00 -1.35 0.76
H 4.90 -1.51 1.42
C 2.77 -1.54 1.39
H 2.90 -1.84 2.45
C 2.15 -2.73 0.69
H 1.00 -2.61 0.95
C 2.36 -2.20 -0.84
H 2.21 -3.24 -1.58
H 2.06 -1.25 -1.01
C 3.96 -2.26 -0.61
H 4.54 -1.99 -1.19
C 4.27 -3.81 0.12
H 5.09 -3.74 0.77
H 4.46 -4.25 -0.81
C 2.92 -3.91 1.00
H 3.12 -4.16 1.84
H 2.31 -4.72 0.63
C 2.16 2.07 0.52
H 2.95 2.63 0.33
H 1.76 2.51 1.16
C 1.19 1.92 -0.66
C 1.83 1.65 -2.01
C 0.87 1.86 -3.19
C -0.22 2.84 -3.04
C -0.83 2.88 -1.74
H -1.41 2.10 -1.75
H -1.60 3.73 -1.94
C 0.15 3.12 -0.62
H 0.68 3.87 -0.83
C -0.66 3.23 0.69
N -1.47 2.38 1.14
C -1.36 1.82 2.35
H -0.34 1.75 3.06
H -1.89 2.63 3.15
C -2.16 0.55 2.82
N -2.97 0.05 1.88
C -2.74 -0.49 0.83
N -1.57 -0.27 0.03
S -1.14 -1.35 -1.25
C -2.65 -2.08 -1.17
C -2.82 -3.28 -1.87
C -4.10 -3.91 -1.47
C -4.80 -3.48 -0.38
C -4.47 -2.18 0.23
C -3.42 -1.59 0.04
H -5.03 -1.86 1.13
H -5.83 -3.78 -0.23
H -4.36 -4.58 -2.18
H -2.33 -3.67 -2.60
C -3.71 1.24 1.53
H -4.23 1.75 2.56
C -2.96 2.36 0.72
H -3.14 2.45 -0.24
H -3.19 3.49 1.22
H -4.49 1.04 1.02
H -2.46 0.31 3.62
H -1.22 -0.35 2.77
H -1.18 1.29 0.51
H -1.39 4.17 0.69
H 0.11 3.37 1.52
H -0.82 2.70 -3.92
H 0.42 3.70 -3.25
H 1.43 1.79 -3.98
H 0.14 0.68 -2.99
H 2.57 1.06 -1.61
H 2.46 2.87 -2.03
H 0.61 0.95 -0.42
```

Values from the calculation:
lowest unoccupied orbital energy = -2.9 eV
ΔE to the lowest compared entry with this formula, charge and spin = 2156.09 kJ/mol
charge = +1

> What is the ΔE to the lowest compared entry with this formula, charge and spin in the first record?

201.26 kJ/mol